This record from the OMol25 dataset describes C26H31AsN7PtSSe as an isolated structure. The level of theory is ωB97M-V/def2-TZVPD.

The energy above the lowest of the compared OMol25 structures with the same formula, charge and spin is 48.8 kcal per mole. The calculation puts the LUMO energy (alpha / beta) at -0.4025 / -0.4012 Eh. The value obtained for the HOMO energy (alpha / beta) is -16.9 / -16.8 eV. The value obtained for the gap between HOMO and LUMO (alpha / beta) is 6.0 / 5.9 eV.

Structure (ORCA input):
```
! wB97M-V def2-TZVPD RIJCOSX def2/J DEFGRID3
* xyz 3 1
Pt -0.160 0.435 0.605
S -1.902 1.481 -0.902
C -2.715 1.553 0.635
C -3.905 2.206 0.895
C -4.404 2.140 2.187
C -3.712 1.418 3.161
C -2.524 0.811 2.826
N -2.037 0.888 1.578
H -4.418 2.747 0.111
H -5.328 2.648 2.431
H -4.089 1.332 4.169
H -1.945 0.250 3.548
N 1.922 -1.860 1.842
C 0.628 -2.311 1.815
C 0.351 -3.542 2.418
C -0.922 -4.052 2.367
C -1.923 -3.325 1.713
C -1.593 -2.116 1.171
N -0.334 -1.607 1.216
C 2.575 -0.967 1.033
C 3.973 -1.010 1.000
C 4.659 -0.146 0.184
C 3.942 0.757 -0.610
C 2.579 0.740 -0.536
N 1.893 -0.107 0.277
H 2.535 -2.410 2.426
H 1.146 -4.091 2.907
H -1.148 -5.011 2.815
H -2.931 -3.704 1.634
H -2.337 -1.512 0.671
H 4.505 -1.732 1.606
H 5.740 -0.164 0.149
H 4.449 1.448 -1.268
H 1.980 1.399 -1.147
C 1.045 0.788 -3.926
C -0.250 0.048 -3.611
As -0.241 -0.946 -1.929
C 1.245 -2.214 -2.026
C 1.190 -3.060 -3.299
C -1.805 -2.106 -2.144
C -3.162 -1.412 -2.142
H 1.009 1.141 -4.956
H 1.921 0.145 -3.829
H 1.173 1.663 -3.287
H -0.450 -0.728 -4.354
H -1.100 0.729 -3.592
H 1.182 -2.843 -1.135
H 2.178 -1.654 -1.971
H 0.307 -3.695 -3.334
H 2.065 -3.709 -3.308
H 1.225 -2.451 -4.202
H -1.758 -2.870 -1.368
H -1.640 -2.587 -3.111
H -3.319 -0.832 -1.236
H -3.952 -2.160 -2.201
H -3.272 -0.745 -2.996
Se 1.574 2.416 4.400
N 1.706 4.035 3.794
C 1.313 4.046 2.534
C 1.270 5.171 1.668
C 0.833 4.966 0.398
C 0.430 3.681 -0.035
N 0.453 2.604 0.712
C 0.895 2.757 2.023
N 0.964 1.752 2.867
H 1.572 6.148 2.023
H 0.775 5.788 -0.301
H 0.076 3.549 -1.052
*
```

Atom charges from the Löwdin analysis, given in e for atoms 1 to 8: atom 1 (Pt): 1.06, atom 2 (S): 0.77, atom 3 (C): -0.70, atom 4 (C): -0.03, atom 5 (C): 0.01, atom 6 (C): -0.01, atom 7 (C): -0.09, atom 8 (N): -0.13

=====

This record from the OMol25 dataset describes C26H31BrCrN7O2Se as an isolated structure. The level of theory is ωB97M-V/def2-TZVPD.

As for the expectation value of S²: 3.796. The calculation puts the LUMO energy (alpha / beta) at -0.2292 / -0.2304 Eh. The value obtained for the HOMO energy (alpha / beta) is -12.9 / -12.9 eV. The value obtained for the gap between HOMO and LUMO (alpha / beta) is 6.7 / 6.6 eV.

Structure (ORCA input):
```
! wB97M-V def2-TZVPD RIJCOSX def2/J DEFGRID3
* xyz 2 4
Cr 0.320 -0.874 -0.383
O -2.145 -0.361 -3.900
C -2.725 0.773 -3.445
C -3.901 1.186 -4.067
C -4.557 2.322 -3.646
C -4.066 3.049 -2.571
C -2.896 2.656 -1.950
C -2.206 1.529 -2.386
C -0.838 1.163 -1.826
O -0.621 -0.184 -1.734
N -0.627 1.732 -0.497
N 0.076 0.950 0.327
C 0.553 1.385 1.448
C 1.130 0.503 2.404
Br 0.574 -1.355 2.165
C 1.945 0.840 3.422
C 2.550 2.149 3.532
C 2.764 2.709 4.797
C 3.280 3.984 4.915
C 3.614 4.710 3.781
C 3.454 4.145 2.524
C 2.933 2.874 2.395
H -1.358 -0.562 -3.367
H -4.251 0.604 -4.902
H -5.445 2.651 -4.160
H -4.576 3.936 -2.232
H -2.518 3.237 -1.124
H -0.073 1.583 -2.528
H -0.518 2.738 -0.414
H 0.470 2.434 1.729
H 2.171 0.115 4.190
H 2.481 2.153 5.677
H 3.423 4.420 5.889
H 4.018 5.704 3.878
H 3.743 4.703 1.647
H 2.869 2.413 1.417
N 6.456 -0.123 -0.458
C 5.142 -0.340 -0.435
C 4.228 0.523 -1.080
C 2.890 0.253 -1.017
N 2.364 -0.789 -0.354
C 3.229 -1.641 0.224
C 4.586 -1.460 0.218
H 6.838 0.650 -0.976
H 7.094 -0.745 0.012
H 4.581 1.389 -1.618
H 2.186 0.895 -1.531
H 2.804 -2.520 0.695
H 5.226 -2.173 0.715
N -3.583 -4.429 -0.603
C -4.230 -3.360 -1.409
C -3.359 -2.100 -1.309
N -3.084 -1.678 0.052
C -2.653 -2.767 0.906
C -3.541 -4.016 0.822
H -2.612 -4.549 -0.937
H -4.065 -5.326 -0.719
H -5.231 -3.179 -1.010
H -4.316 -3.679 -2.448
H -3.841 -1.283 -1.846
H -2.402 -2.304 -1.800
H -3.888 -1.201 0.449
H -2.612 -2.418 1.937
H -1.640 -3.058 0.604
H -4.561 -3.807 1.153
H -3.125 -4.815 1.437
Se 0.237 -3.065 -1.438
C 0.765 -4.118 -0.066
N 1.071 -4.782 0.822
*
```

Atom charges from the Löwdin analysis, given in e for atoms 1 to 8: atom 1 (Cr): 0.48, atom 2 (O): 0.06, atom 3 (C): -0.28, atom 4 (C): 0.00, atom 5 (C): -0.06, atom 6 (C): -0.07, atom 7 (C): -0.04, atom 8 (C): -0.10

=====

Number 1: strongest force on any atom 1.89 eV/Å. Number 2: strongest force on any atom 1.80 eV/Å.